No. 1
Here is 2 unconnected molecules or ions with the total composition C4H8N2O3 in a non-equilibrium geometry from the Open Molecules 2025 dataset. Energies are from ωB97M-V/def2-TZVPD.

Element x y z (Å)
N1 2.90 0.11 0.00
C1 -1.40 -1.08 0.26
H1 2.14 -1.17 -1.36
N2 -1.37 1.33 0.30
O1 -0.77 2.57 0.50
O2 -0.91 -1.54 -1.08
O3 -2.56 1.43 0.01
H2 -1.16 -1.94 0.87
H3 -1.80 -1.64 -1.55
H4 -2.51 -0.90 0.09
C2 0.52 0.21 1.20
C3 -0.69 0.22 0.60
H5 0.96 -0.68 1.54
C4 2.96 -0.55 -1.02
H6 3.72 -0.58 -1.74
H7 1.24 1.00 1.41
H8 -1.27 3.21 -0.04

For the lowest unoccupied orbital energy (spin up / spin down), the calculation gives -0.09 / -0.31 eV. Its maximum force is 0.0524 hartree/bohr. The calculation puts the orbital gap (spin up / spin down) at 9.39 / 7.45 eV. The value obtained for the calculated total energy is -13393.1341 eV.

Atomic partial charges in e from the Mulliken method, atoms 1 to 2: -0.358 -0.802

No. 2
Here is a molecular structure, C43H35BN9O4SeV in a non-equilibrium geometry from the Open Molecules 2025 dataset. Energies are from ωB97M-V/def2-TZVPD.

Element x y z (Å)
H1 3.33 -0.29 -4.27
C1 -0.33 2.56 1.87
Se1 3.48 -0.94 -0.42
N1 -2.63 0.80 -0.52
C2 -3.00 2.81 -1.31
H2 -0.89 4.27 3.04
N2 3.94 -2.63 -0.52
H3 3.90 0.64 3.13
C3 -5.05 1.42 -0.52
H4 -1.16 1.93 2.17
C4 3.10 0.08 3.59
O1 1.73 6.77 1.56
H5 3.75 -5.31 -0.52
H6 -4.12 -3.84 -2.40
C5 2.86 -4.78 -0.21
C6 2.22 -1.23 5.38
C7 1.44 5.20 -2.60
N3 -0.71 -1.37 -1.38
H7 4.22 -2.49 -5.01
H8 0.25 2.09 -3.25
C8 1.03 6.08 2.34
C9 -2.53 -2.59 -1.80
C10 0.53 -3.35 0.58
C11 1.56 2.76 0.58
N4 0.52 2.01 0.99
H9 -4.42 -2.35 1.95
C12 -4.14 -1.54 2.63
O2 3.58 2.38 -0.61
H10 4.22 -0.45 5.34
H11 -4.35 -1.85 3.65
N5 -2.11 -0.84 1.36
C13 -0.18 3.84 2.34
C14 -1.63 2.52 -1.34
C15 0.81 -0.71 3.48
H12 -1.59 -3.82 -3.37
N6 -1.40 1.29 -0.87
N7 -2.02 -1.58 -1.06
C16 1.78 4.05 1.02
C17 0.88 4.62 1.91
H13 1.71 -6.51 0.14
C18 1.01 -1.32 4.72
C19 -1.71 -1.21 3.48
C20 2.88 -3.35 -0.20
C21 3.29 -2.43 -4.46
C22 -0.52 -0.82 2.83
C23 -3.60 1.69 -0.79
H14 -0.33 -5.25 0.86
C24 -3.95 -3.04 -1.68
H15 2.62 4.62 0.64
C25 -2.68 -1.21 2.51
O3 0.32 6.42 3.31
V1 0.28 0.17 -0.10
H16 -1.13 4.97 -0.41
H17 0.65 6.52 -1.09
C26 1.60 -1.12 -3.34
H18 -4.76 -0.68 2.39
C27 1.73 -5.43 0.15
H19 -4.65 -2.23 -1.90
B1 -2.75 -0.67 -0.05
C28 1.88 -0.01 2.93
C29 2.59 -3.59 -4.14
C30 -0.42 -2.23 -2.34
H20 2.98 -4.56 -4.44
C31 2.79 -1.20 -4.05
H21 -3.47 3.73 -1.63
H22 1.23 -0.16 -3.01
C32 0.33 3.07 -2.80
H23 2.34 -1.72 6.34
H24 0.87 -4.43 -3.17
H25 -1.85 -1.45 4.52
C33 2.41 2.09 -0.47
H26 0.21 -1.90 5.17
C34 0.55 5.57 -1.60
H27 -3.91 -0.99 0.02
N8 -0.78 -0.59 1.54
C35 1.40 -3.52 -3.44
C36 1.70 -2.63 0.18
C37 0.56 -4.70 0.56
H28 2.03 3.65 -3.97
H29 -4.17 -3.41 -0.68
H30 -0.36 -2.82 0.89
H31 1.77 0.48 1.97
C38 -0.56 3.44 -1.80
H32 -5.40 0.54 -1.06
H33 -5.64 2.28 -0.83
C39 3.27 -0.53 4.82
H34 -5.24 1.25 0.54
C40 0.89 -2.28 -3.03
C41 -1.52 -3.04 -2.63
H35 2.24 5.87 -2.89
C42 -0.46 4.70 -1.22
C43 1.33 3.95 -3.20
O4 1.75 1.17 -1.15
N9 1.78 -1.29 0.11

For the lowest unoccupied orbital energy (spin up / spin down), the calculation gives 1.22 / 1.18 eV. Its maximum force is 0.0273 hartree/bohr. The calculation puts the orbital gap (spin up / spin down) at 5.80 / 6.42 eV. The value obtained for the calculated total energy is -158479.7385 eV. Its total charge is -1. The spin multiplicity is 4.

Atomic partial charges in e from the Mulliken method, atoms 1 to 2: 0.431 -0.293

No. 3
Here is a molecular structure, C54H50As2ClN2OOsP from the Open Molecules 2025 dataset. Energies are from ωB97M-V/def2-TZVPD.

Element x y z (Å)
C1 -0.94 -2.61 3.37
H1 5.36 -0.90 -2.35
O1 -2.25 0.42 0.47
C2 0.09 1.25 -4.84
C3 0.44 -3.53 -2.79
H2 -4.90 1.33 -1.30
H3 -2.02 6.27 -2.05
H4 -4.49 -4.92 0.06
H5 5.47 -0.11 1.85
H6 -1.29 -3.44 2.76
H7 1.46 1.78 1.61
C4 -0.10 -0.50 4.88
H8 1.74 2.51 -2.17
C5 0.93 -5.04 2.05
H9 -2.72 3.91 1.50
C6 1.05 2.06 0.64
H10 -0.59 -1.08 -2.49
C7 2.98 -3.35 2.91
C8 -3.47 -5.20 -0.12
C9 -2.65 6.00 -1.21
H11 3.32 -4.82 4.45
C10 -2.85 0.84 -0.83
H12 -3.21 -0.33 2.18
C11 -3.12 -6.49 -0.48
H13 -3.08 1.44 2.08
C12 -0.35 -0.39 3.53
C13 2.83 -0.10 -0.27
C14 -0.83 -4.14 5.25
C15 1.20 -3.85 1.37
C16 -3.05 4.65 0.78
H14 -5.59 6.82 0.24
C17 3.48 -0.43 -1.45
P1 0.22 -3.35 -0.06
Os1 -0.85 -1.27 0.52
H15 -1.55 -7.84 -1.03
C18 -1.80 -6.83 -0.74
H16 -0.28 6.83 0.63
H17 3.05 0.28 1.86
H18 -0.23 0.56 3.02
C19 1.15 -3.45 -1.59
H19 1.42 8.61 0.54
C20 -0.68 -2.81 4.72
H20 1.94 4.63 -2.34
C21 1.54 7.73 -0.07
H21 2.44 -2.09 1.27
H22 1.29 3.01 -4.54
H23 0.13 -5.71 1.75
H24 -5.37 1.14 1.35
C22 -4.65 6.30 0.08
C23 2.22 -3.01 1.81
H25 -2.14 1.53 -1.29
C24 4.91 -0.21 0.93
H26 -4.99 -0.35 0.49
N1 -0.90 -5.22 5.64
C25 -3.85 6.64 -1.01
H27 -4.17 7.42 -1.69
H28 0.23 -6.15 -0.84
C26 2.63 7.62 -0.93
C27 3.54 0.02 0.93
C28 2.78 6.50 -1.73
H29 3.62 6.43 -2.41
C29 1.09 1.86 -2.74
H30 -1.01 -0.59 -4.86
C30 2.72 -4.54 3.59
C31 -0.20 -0.17 -2.92
C32 0.76 5.59 -0.82
H31 3.36 8.41 -0.97
H32 1.49 -6.30 3.69
H33 1.88 2.57 0.13
H34 -4.10 2.49 -0.24
C33 1.69 -5.38 3.16
H35 -0.05 -1.87 6.55
C34 1.12 -3.65 -3.99
As1 0.95 0.33 -0.32
H36 -0.09 1.46 -5.89
N2 -0.76 -1.43 2.78
H37 3.10 -3.47 -0.66
C35 -2.43 -4.29 -0.02
H38 -2.93 -0.05 -1.45
H39 4.30 -3.70 -2.80
C36 -0.25 -1.74 5.50
H40 -4.86 5.08 1.83
C37 4.85 -0.66 -1.43
H41 -0.65 -3.54 -2.80
C38 -4.19 1.43 -0.48
H42 -1.06 2.46 1.10
C39 -4.24 5.31 0.98
H43 0.10 3.68 1.64
C40 -0.80 -5.88 -0.63
C41 -0.14 2.98 0.83
C42 -4.60 0.64 0.76
H44 6.63 -0.71 -0.24
H45 3.05 -3.83 -4.92
C43 0.86 2.13 -4.08
H46 2.93 -0.51 -2.38
C44 0.58 6.72 -0.02
C45 0.54 0.72 -2.16
H47 -3.90 -7.24 -0.57
C46 -2.24 5.00 -0.31
C47 5.56 -0.55 -0.25
H48 0.22 0.36 5.45
C48 1.84 5.48 -1.68
H49 0.58 -3.74 -4.92
C49 -1.10 -4.57 -0.24
C50 -0.43 0.10 -4.27
C51 -3.30 0.53 1.52
C52 3.22 -3.63 -2.79
H50 3.78 -2.71 3.24
As2 -0.56 4.21 -0.66
Cl1 -2.88 -2.60 0.38
C53 2.52 -3.70 -3.99
C54 2.54 -3.50 -1.59

For the lowest unoccupied orbital energy (spin up / spin down), the calculation gives -10.91 / -12.56 eV. Its maximum force is 0.0100 hartree/bohr. The calculation puts the orbital gap (spin up / spin down) at 6.92 / 5.54 eV. The value obtained for the calculated total energy is -207753.4513 eV. Its total charge is +4. The spin multiplicity is 5.

Atomic partial charges in e from the Mulliken method, atoms 1 to 2: -0.195 0.548

No. 4
Here is 12 unconnected molecules or ions with the total composition C18H60NO13 in a non-equilibrium geometry from the Open Molecules 2025 dataset. Energies are from ωB97M-V/def2-TZVPD.

Element x y z (Å)
H1 0.58 0.34 7.21
H2 3.07 1.44 -3.10
C1 5.73 5.24 2.02
C2 0.29 2.28 -1.26
H3 1.07 -2.84 -2.08
H4 4.86 -2.22 1.38
H5 3.46 5.01 -0.77
O1 2.99 -5.61 0.29
C3 4.23 -3.24 -3.22
C4 -4.15 -2.81 3.79
H6 6.41 5.76 2.70
H7 3.40 -4.87 -0.19
O2 -4.11 -0.31 1.06
H8 -1.25 -0.40 2.18
H9 4.38 -2.30 -1.53
H10 -3.35 -1.71 -3.25
H11 2.72 -2.42 0.58
H12 0.83 -0.22 3.13
O3 0.93 0.86 5.25
H13 2.88 -1.16 1.84
H14 1.44 1.64 5.52
H15 4.60 2.72 0.34
O4 4.58 -1.54 0.74
H16 -4.34 -1.25 1.04
H17 0.45 -0.98 6.02
H18 -2.92 1.02 -3.93
H19 3.94 -2.35 -3.78
C5 -0.76 -2.52 -1.53
H20 -4.82 1.44 0.24
H21 -2.65 -1.09 -4.77
H22 -1.79 -0.84 -3.22
O5 3.89 -3.08 -1.86
C6 1.66 -5.74 -0.18
H23 1.94 2.91 -3.44
H24 0.75 2.71 -0.26
H25 1.17 -6.56 0.35
O6 1.38 1.47 -1.81
H26 -0.68 2.95 -3.21
H27 -2.90 2.76 0.37
O7 0.19 -3.01 -2.46
H28 -1.72 1.28 -1.67
H29 -1.03 -1.48 3.59
H30 -0.65 -3.05 -0.58
C7 -1.08 1.51 -0.71
H31 -7.81 -2.10 -0.74
H32 -3.63 -0.99 3.34
H33 -0.93 0.65 0.09
C8 3.17 -1.46 0.83
O8 -3.19 -1.77 3.73
H34 -4.99 -0.01 -0.78
C9 3.41 3.13 -1.62
H35 -8.45 -0.86 -2.55
C10 2.38 2.25 -2.54
H36 5.97 4.18 1.99
H37 -6.06 0.21 0.64
H38 -1.77 -2.70 -1.93
C11 -0.71 -1.26 2.57
H39 1.12 -4.81 0.02
H40 0.22 4.35 -2.40
O9 5.84 5.79 0.72
H41 -4.50 -3.04 2.78
H42 -1.14 3.53 0.53
O10 -3.46 0.32 -3.52
C12 -1.86 2.89 -0.17
H43 -9.52 -0.64 -1.14
H44 -0.90 -2.13 1.93
C13 -2.77 -0.90 -3.70
H45 -4.98 -2.50 4.42
H46 -1.78 4.78 -1.31
H47 4.70 5.36 2.37
H48 -8.29 0.59 -1.53
H49 5.42 2.01 -1.21
H50 6.77 5.66 0.44
H51 4.19 3.63 -2.38
H52 3.70 -4.11 -3.62
H53 -2.57 3.46 -2.12
C14 4.37 2.15 -0.66
H54 2.81 -0.70 0.12
C15 -5.05 0.37 0.24
C16 -8.52 -0.48 -1.53
C17 -0.47 3.43 -2.15
H55 2.06 -0.36 6.46
H56 3.86 1.11 -0.52
H57 -0.62 -1.45 -1.39
N1 -1.81 3.73 -1.45
H58 5.31 -3.40 -3.31
H59 1.67 -5.95 -1.25
O11 -7.58 -1.16 -0.71
O12 2.80 4.24 -0.89
O13 0.68 -0.99 2.56
H60 -3.68 -3.70 4.22
C18 1.01 -0.09 6.30

For the lowest unoccupied orbital energy, the calculation gives -3.11 eV. Its maximum force is 0.0673 hartree/bohr. The calculation puts the orbital gap at 8.23 eV. The value obtained for the calculated total energy is -47731.2296 eV. Its total charge is +1.

Atomic partial charges in e from the Mulliken method, atoms 1 to 2: 0.302 0.303